64
Properties=species:S:1:pos:R:3:lowdin_charge:R:1 method="wB97M-V/def2-TZVPD" lumo_ev=6.4 relative_energy_kj_mol=0.0 e_homo_ev=4.964 max_force_ev_per_a=2.70 total_charge=-4 orbital_gap_ev=1.46
B 0.11 5.32 1.22 -0.50
H 0.45 4.28 0.88 -0.08
H 0.42 5.57 2.31 -0.12
H 0.51 6.11 0.48 -0.10
H -1.04 5.43 1.13 -0.09
B -0.19 2.08 -4.31 -0.51
H 0.25 1.27 -5.00 -0.11
H -1.26 2.41 -4.59 -0.10
H -0.28 1.69 -3.23 -0.07
H 0.41 3.06 -4.18 -0.10
B -3.43 2.42 -2.84 -0.53
H -4.18 1.63 -2.43 -0.12
H -3.61 3.40 -2.26 -0.11
H -2.39 1.98 -2.61 -0.09
H -3.60 2.49 -3.98 -0.11
C -0.10 -1.29 0.59 -0.07
C -0.48 -0.21 -0.47 -0.77
O -0.11 0.95 -0.24 -0.02
O -1.24 -0.60 -1.39 -0.05
H 0.95 -1.50 0.39 0.03
H -0.76 -2.16 0.60 0.02
H -0.27 -0.91 1.60 0.04
C -3.49 -2.16 0.81 0.06
N -3.15 -3.47 1.45 -0.44
O -3.55 -3.63 2.59 0.01
O -2.56 -4.31 0.80 0.04
H -4.55 -1.96 0.94 0.10
H -3.39 -2.16 -0.28 0.11
H -2.81 -1.45 1.27 0.10
C -2.01 2.66 2.31 0.03
N -3.18 2.92 1.40 -0.44
O -2.99 3.49 0.36 0.12
O -4.27 2.47 1.76 -0.06
H -2.41 3.06 3.24 0.08
H -1.12 3.23 2.06 0.05
H -1.98 1.57 2.31 0.08
C 3.82 -2.72 1.77 0.06
N 4.76 -3.08 0.64 -0.45
O 4.88 -2.28 -0.25 0.08
O 5.44 -4.09 0.75 0.00
H 4.41 -2.16 2.50 0.10
H 3.52 -3.67 2.21 0.08
H 3.01 -2.14 1.34 0.08
C 1.64 -2.69 -2.29 0.01
N 1.59 -1.45 -3.05 -0.44
O 2.66 -0.85 -3.16 0.02
O 0.56 -1.16 -3.60 0.11
H 0.92 -2.70 -1.46 0.07
H 2.59 -2.78 -1.77 0.07
H 1.39 -3.53 -2.93 0.09
C -0.10 -4.03 3.71 0.04
N 0.05 -2.57 3.94 -0.45
O -0.94 -1.86 3.90 0.07
O 1.17 -2.13 4.06 0.04
H -1.16 -4.27 3.74 0.08
H 0.61 -4.63 4.27 0.08
H 0.17 -4.06 2.65 0.10
C 3.03 1.87 -0.84 0.00
N 2.81 2.55 -2.12 -0.44
O 1.83 3.25 -2.13 0.10
O 3.62 2.40 -3.03 -0.02
H 2.55 2.46 -0.06 0.09
H 4.07 1.68 -0.56 0.07
H 2.41 0.98 -0.95 0.08